Density functional theory data (wB97M-V/def2-TZVPD) for 2 unconnected molecules or ions with the total composition C4H11NO2 in a non-equilibrium geometry.

Structure (ORCA input):
```
! RIJCOSX wB97M-V def2-TZVPD def2/J DEFGRID3
* xyz 0 1
O 3.6453 2.0827 -0.6715
O -2.0422 -4.4373 -1.3000
N 1.5123 2.2536 0.3412
C -1.1062 -0.4890 0.7486
C 2.3999 2.1553 -0.7031
C 0.2298 0.3046 0.7879
C 0.1831 1.6844 0.0833
H -2.7234 -4.7101 -0.7180
H -1.0698 -1.0993 -0.2621
H 1.1225 -0.1517 0.3865
H -1.9552 0.1200 0.8587
H 1.8505 1.7442 -1.6112
H -2.4993 -4.6778 -2.1305
H 0.0714 1.3789 -0.8830
H 0.5487 0.3979 1.8121
H 1.6966 2.4618 1.3644
H -1.1807 -1.3014 1.5391
H -0.6832 2.2832 0.3578
*
```

The total energy is -9910.3823 eV. The value obtained for the energy above the lowest of the compared OMol25 structures with the same formula, charge and spin is 1.860 eV. Its structure (SMILES) is CCCNC=O.O. The calculation puts the maximum force at 4.345 eV/Å. Its gap between HOMO and LUMO is 10.381 eV.

From a natural (NBO) analysis of the wavefunction, the atomic charges in e read:
1 O -0.60
2 O -0.92
3 N -0.63
4 C -0.62
5 C 0.52
6 C -0.40
7 C -0.21
8 H 0.46
9 H 0.22
10 H 0.21
11 H 0.21
12 H 0.10
13 H 0.46
14 H 0.20
15 H 0.19
16 H 0.42
17 H 0.22
18 H 0.19